Entry 1:
The following is a DFT calculation (the ωB97M-V functional and the def2-TZVPD basis) of a structure of composition C49H57InN8O2S2.

The geometry in XYZ format:
```
119
Properties=species:S:1:pos:R:3:mulliken_charge:R:1
In -0.72 -0.86 0.34 2.77
S -1.70 2.24 0.63 0.26
S 1.85 1.54 0.38 -0.27
O -2.04 -2.79 -0.08 -0.34
O -3.47 -1.37 -1.08 -0.30
N 1.10 0.30 1.23 -0.30
N -1.35 1.10 -0.59 -0.69
N -0.28 -1.37 -1.79 -0.34
N -5.18 2.14 1.22 0.53
N 0.84 4.16 3.31 -0.59
N 0.91 -2.38 0.65 -0.45
N -4.80 -0.33 6.79 -0.70
N -5.40 2.69 -0.84 -0.04
C -1.52 0.14 3.28 1.23
C -0.72 -0.71 -2.87 0.10
C -0.91 6.29 -1.95 -1.38
C 0.34 2.97 5.46 -1.04
C 4.09 0.07 4.66 -1.07
C -3.86 -1.32 3.56 -0.84
C -0.95 -1.13 -5.44 -1.34
C 0.39 3.86 0.08 -0.83
C 2.03 0.92 3.46 0.28
C 1.81 -1.42 2.72 -0.77
C 2.20 -3.80 1.85 0.40
C 1.18 3.12 2.36 -0.42
C 1.14 3.02 1.03 -0.29
C 1.70 2.23 3.37 1.12
C -1.63 3.90 -1.44 1.18
C -3.03 -2.50 -0.81 -0.52
C 4.55 -3.82 2.78 -1.03
C -2.74 3.04 -3.51 -2.08
C -1.91 3.59 -4.67 -1.41
C 2.62 0.46 4.78 -1.39
C 3.57 -5.70 -0.73 -0.68
C 1.60 -2.50 1.79 -0.42
C 0.12 -2.64 -2.20 0.10
C 1.70 -0.09 2.41 1.14
C -4.19 -0.40 5.82 -0.19
C 1.75 -3.99 -4.81 -0.98
C -3.10 -1.40 2.40 0.30
C -1.23 0.61 -2.93 -0.70
C -0.88 3.56 -0.21 0.17
C 1.38 3.31 4.42 -0.26
C 2.34 -5.78 0.19 -1.22
C -4.90 2.23 2.63 -0.79
C -1.94 2.86 -2.23 0.50
C -1.92 -0.68 2.21 -0.90
C 0.26 -3.94 -4.46 -1.17
C 0.15 -0.30 -6.10 -1.10
C -3.42 -0.50 4.61 0.30
C -0.60 -1.56 -4.05 0.16
C -0.09 -2.75 -3.62 0.83
C -4.91 0.87 0.53 0.20
C 1.87 -4.44 0.67 0.84
C 3.10 -4.28 2.95 -1.30
C 1.07 -3.52 -0.07 -0.26
C -5.37 3.19 0.42 -1.01
C -2.07 5.33 -1.66 -0.98
C -2.24 0.23 4.46 -0.66
C -1.49 1.47 -1.87 0.91
C -5.02 1.27 -0.94 0.24
C 0.67 -3.62 -1.42 -0.28
H -5.10 3.25 2.95 0.32
H -2.59 5.66 -0.76 0.37
H -5.64 0.10 0.82 0.64
H -1.16 -2.01 -6.05 0.43
H 4.99 -4.23 1.87 0.20
H -0.62 0.74 3.18 -0.37
H -0.32 -3.92 -5.38 0.42
H 4.59 -2.73 2.70 0.16
H 4.40 -5.22 -0.21 0.17
H 1.53 -6.29 -0.34 0.39
H -3.19 2.09 -3.78 0.44
H 2.18 -1.71 3.69 0.35
H -3.85 1.97 2.82 0.16
H 1.07 -0.87 -6.19 0.25
H -0.17 4.30 3.39 0.28
H 4.49 -0.24 5.63 0.39
H 2.26 3.79 4.87 0.36
H 2.05 -3.10 -5.37 0.22
H -3.57 3.73 -3.33 0.73
H 2.04 -0.37 5.19 0.46
H -3.46 -2.05 1.62 0.27
H -4.07 1.12 -1.46 -0.40
H 3.07 -5.38 2.99 0.43
H 5.18 -4.12 3.63 0.35
H 2.54 1.28 5.50 0.33
H -0.02 3.88 5.95 0.47
H 4.68 0.92 4.30 0.36
H -2.79 5.38 -2.48 0.35
H -1.90 0.85 5.28 0.46
H -1.59 4.62 -4.47 0.29
H -1.29 7.29 -2.18 0.44
H 3.89 -6.69 -1.05 0.38
H -3.92 0.49 0.77 -0.73
H 4.23 -0.74 3.95 0.07
H -2.48 3.58 -5.60 0.42
H 0.37 0.58 -5.49 0.23
H 2.73 -3.94 3.92 0.36
H -1.00 3.00 -4.82 0.24
H 0.89 -4.56 -1.92 0.25
H -0.25 6.38 -1.09 0.29
H -0.02 -4.86 -3.94 0.40
H -0.14 0.04 -7.10 0.37
H -0.50 2.47 4.99 -0.04
H -1.40 0.98 -3.92 0.00
H 3.35 -5.10 -1.61 -0.03
H -4.78 -1.88 3.67 0.44
H 1.99 -4.87 -5.43 0.39
H -5.52 1.54 3.20 0.33
H 2.58 -6.41 1.05 0.39
H -0.32 5.94 -2.80 0.31
H 2.36 -4.03 -3.91 0.13
H -3.55 -3.38 -1.25 0.09
H -5.27 3.31 -1.61 0.34
H 0.74 2.30 6.24 0.36
H -5.78 0.69 -1.47 0.31
H 0.94 4.56 -0.56 0.36
H -1.88 -0.56 -5.42 0.35
```

Values from the calculation:
multiplicity: 1
charge: -2
orbital gap: 5.04 eV
energy: -3476.4188 a.u.

Entry 2:
The following is a DFT calculation (the ωB97M-V functional and the def2-TZVPD basis) of a structure of composition C37H61F9N5O3S2.

The geometry in XYZ format:
```
117
Properties=species:S:1:pos:R:3:lowdin_spin:R:1
S 0.61 -0.03 5.23 0.00
S 1.38 6.62 3.82 0.00
F -0.50 0.08 6.42 0.00
F 0.43 1.52 4.74 0.00
F -2.64 -1.35 5.24 0.00
F -0.26 -0.15 2.73 0.00
F -0.35 -2.08 3.81 0.00
F 1.74 0.49 6.30 0.00
F 0.97 -1.58 5.70 0.00
F -2.76 -1.03 3.06 0.00
F 1.84 -0.19 4.11 0.00
O 4.01 3.28 -0.77 0.58
O 0.40 0.06 -3.64 0.58
O -4.09 -1.88 -2.01 0.58
N 1.64 5.68 2.44 0.00
N 1.01 -1.13 -3.63 0.33
N 5.00 2.43 -0.51 0.33
N 0.00 5.90 4.52 0.00
N -5.03 -2.80 -1.82 0.33
C 6.21 3.75 -2.29 0.00
C -1.19 -1.96 -4.53 0.00
C -0.65 -2.26 -2.10 0.01
C 7.38 1.98 -1.07 0.00
C -1.39 3.90 3.78 0.00
C 0.40 3.62 1.37 0.00
C -5.14 -3.05 -0.35 0.02
C -6.26 -2.34 -2.52 0.03
C -2.65 0.95 4.39 0.00
C -5.90 -1.93 0.38 0.01
C -0.59 -0.71 3.97 0.00
C 0.52 -3.55 -3.91 0.00
C -0.05 -2.17 -3.52 0.03
C 0.65 4.70 2.38 0.00
C 6.29 3.08 -0.90 0.02
C -3.76 -3.20 0.33 0.00
C -2.80 1.79 3.06 0.00
C 2.04 -1.10 -2.55 0.02
C 5.69 0.73 1.18 0.00
C 6.75 4.14 0.11 0.01
C -0.72 2.68 1.59 0.00
C 1.44 -1.24 -1.14 0.01
C -2.13 -0.52 4.23 0.00
C -7.24 -3.52 -2.71 0.00
C -5.98 -1.88 -3.96 0.00
C 4.87 2.01 0.92 0.03
C -7.21 -1.52 -0.29 0.00
C 3.43 1.59 1.26 0.00
C 3.07 -2.23 -2.80 0.00
C -0.25 4.89 3.61 0.00
C -5.83 -4.41 -0.11 0.00
C 0.42 -2.36 -1.01 0.00
C -1.62 2.81 2.79 0.00
C 2.89 0.19 -2.57 0.00
C 6.69 3.67 1.57 0.00
C -6.98 -1.21 -1.77 0.01
C 5.32 3.11 1.90 0.01
H 0.92 -3.34 -1.06 0.00
H 1.23 -3.97 -3.19 0.00
H 1.02 -3.51 -4.88 0.00
H 5.47 0.33 2.18 0.00
H -1.26 -1.38 -1.90 0.00
H 7.77 4.45 -0.12 0.00
H -6.39 -0.28 -1.84 0.00
H 3.35 0.35 -3.55 0.00
H -3.73 2.44 3.19 0.00
H -6.91 -1.66 -4.49 0.00
H 3.13 -2.49 -3.86 0.00
H -5.38 -0.97 -4.00 0.00
H -1.32 -3.12 -2.03 0.00
H 5.54 4.61 -2.30 0.00
H -5.43 -4.93 0.76 0.00
H 8.00 1.87 -0.18 0.00
H -5.26 -1.04 0.46 0.00
H 0.94 -0.30 -0.86 0.00
H 6.94 1.02 -1.32 0.00
H -8.07 -3.24 -3.35 0.00
H -0.06 -2.31 -0.03 0.00
H -6.11 -2.23 1.41 0.00
H -2.96 1.21 2.12 0.00
H 2.86 -3.13 -2.23 0.00
H -5.46 -2.66 -4.53 0.00
H 3.69 0.13 -1.83 0.00
H -3.17 -3.98 -0.15 0.00
H -0.81 -1.88 -5.55 0.00
H 2.31 1.08 -2.31 0.00
H -3.88 -3.48 1.38 0.00
H 7.47 2.93 1.76 0.00
H 5.88 3.04 -3.05 0.00
H 6.77 0.89 1.17 0.00
H 5.32 2.72 2.92 0.00
H 2.73 2.43 1.23 0.00
H 6.13 5.04 0.02 0.00
H -6.75 -4.38 -3.18 0.00
H 1.07 3.49 0.49 0.00
H 6.91 4.52 2.23 0.00
H 4.08 -1.93 -2.51 0.00
H -0.93 1.84 0.87 0.00
H 2.23 -1.39 -0.40 0.00
H -7.96 -2.31 -0.18 0.00
H 5.45 -0.05 0.46 0.00
H 3.07 0.82 0.58 0.00
H 3.37 1.18 2.27 0.00
H -3.18 -2.28 0.33 0.00
H -7.62 -0.64 0.21 0.00
H 8.07 2.22 -1.88 0.00
H -2.09 3.95 4.66 0.00
H 4.59 3.93 1.89 0.00
H 7.20 4.12 -2.59 0.00
H -7.70 -3.87 -1.78 0.00
H -3.69 0.87 4.85 0.00
H -1.89 -2.80 -4.50 0.00
H -2.06 1.57 5.14 0.00
H -0.28 -4.29 -3.99 0.00
H -5.69 -5.09 -0.96 0.00
H -6.90 -4.32 0.08 0.00
H -1.78 -1.06 -4.31 0.00
H -7.94 -0.99 -2.24 0.00
```

Values from the calculation:
multiplicity: 4
⟨S²⟩: 3.763
orbital gap (spin up / spin down): 7.42 / 7.64 eV
energy: -3640.7389 a.u.

Entry 3:
The following is a DFT calculation (the ωB97M-V functional and the def2-TZVPD basis) of a structure of composition C17H25N5O2Sc.

The geometry in XYZ format:
```
50
Properties=species:S:1:pos:R:3:mulliken_charge:R:1
Sc 0.97 0.03 -0.53 0.69
O 2.35 -0.15 -1.54 -0.90
O 0.22 1.49 -2.30 -0.48
N 0.01 -1.44 -2.20 0.45
N -1.70 0.21 -0.29 -0.04
N 2.56 0.28 1.22 -0.01
N 0.18 1.66 1.18 0.37
N 0.22 -1.40 1.24 0.17
C -2.08 -1.04 0.39 -1.09
C 1.09 -1.29 2.43 -0.79
C -1.47 3.03 2.22 -1.15
C -2.13 1.44 0.37 -1.49
C 0.04 -2.78 -2.25 -0.22
C -0.50 3.55 3.05 -0.41
C 1.10 2.13 2.02 0.87
C -0.52 -2.82 -4.55 -0.37
C 2.51 1.57 1.88 -1.32
C -1.09 2.07 1.29 1.02
C -0.27 -0.78 -3.32 0.89
C -1.21 -1.37 1.60 -0.83
C 0.80 3.09 2.97 -1.04
C -0.32 0.74 -3.39 -0.92
C -0.21 -3.51 -3.38 -0.93
C 2.52 -0.92 2.06 -1.02
C -0.54 -1.44 -4.52 -1.00
H -0.75 -0.88 -5.42 0.46
H 0.22 1.02 -4.30 0.52
H -2.39 2.17 -0.40 0.47
H -0.76 4.31 3.78 0.44
H 0.43 -2.28 0.76 0.26
H 0.30 -3.28 -1.32 0.32
H -3.13 -1.01 0.71 0.49
H -0.17 -4.59 -3.36 0.45
H 3.10 2.28 1.30 0.44
H -2.13 0.19 -1.21 0.33
H -1.36 1.03 -3.55 0.39
H -1.32 -0.60 2.37 0.37
H -1.55 -2.31 2.04 0.52
H -1.99 -1.83 -0.35 0.47
H 2.98 -1.73 1.49 0.44
H -3.05 1.29 0.95 0.39
H 1.57 3.46 3.64 0.49
H -2.50 3.34 2.29 0.50
H 3.10 -0.79 2.98 0.39
H 0.66 -0.50 3.06 0.36
H 1.10 -2.20 3.03 0.49
H 3.31 0.24 0.54 0.41
H 2.97 1.53 2.88 0.41
H -0.72 -3.35 -5.47 0.42
H -0.43 2.16 -2.07 0.30
```

Values from the calculation:
energy relative to the best compared isomer or geometry (same formula, charge and spin): 1.0590 eV
multiplicity: 1
charge: +1
orbital gap: 8.22 eV
energy: -1847.6997 a.u.

Entry 4:
The following is a DFT calculation (the ωB97M-V functional and the def2-TZVPD basis) of a structure of composition C41H33Br2NOP2RhSe.

The geometry in XYZ format:
```
82
Properties=species:S:1:pos:R:3:mulliken_charge:R:1
Rh 0.16 -1.17 -1.26 -0.09
Br 5.10 -1.65 -0.57 -0.09
Br 3.54 -6.05 2.59 -0.15
Se -1.37 -0.26 -2.78 -0.13
P 0.47 0.12 0.59 2.40
P -1.38 2.36 -0.11 0.11
O 2.13 -1.69 -1.32 -0.73
N 0.19 -3.12 -0.29 -0.67
C 2.48 -2.63 -0.46 0.23
C -0.32 4.87 0.34 -0.20
C -0.62 -4.93 1.02 -0.93
C 2.35 -1.01 2.31 -0.53
C 0.65 -5.27 1.40 -0.87
C -0.64 -0.81 -4.46 0.57
C 1.98 2.30 1.39 -0.24
C 2.73 -1.85 3.35 -0.86
C 0.38 -1.60 -6.90 -0.46
C -5.18 0.86 -0.41 -0.94
C 2.50 1.42 -0.80 -0.56
C 1.13 -0.77 -6.07 -0.67
C -5.43 3.20 0.08 -0.67
C -1.00 1.02 1.16 -1.35
C 1.75 1.37 0.37 0.14
C -6.00 1.96 -0.16 -0.53
C 0.43 -2.48 3.69 -0.84
C -1.40 -1.63 -5.28 -0.50
C -0.13 6.07 1.02 -0.68
C 3.48 2.39 -0.95 -0.84
C -1.43 5.22 2.86 -0.82
C -0.88 -2.03 -6.50 -0.60
C -3.22 2.24 -0.10 0.67
C -3.80 1.01 -0.39 0.07
C 1.47 -3.46 0.07 0.53
C -1.62 4.03 2.18 -0.26
C -0.84 -3.80 0.19 0.70
C -0.69 6.24 2.28 -0.47
C 0.62 -0.37 -4.85 -0.11
C -4.04 3.34 0.10 -0.56
C 3.76 -2.84 -0.01 -0.28
C 0.04 -1.65 2.66 -0.60
C 3.09 -4.70 1.36 0.06
C 1.00 -0.90 1.97 0.82
C 4.07 -3.87 0.90 -0.42
C -1.08 3.85 0.90 0.50
C 1.77 -2.58 4.04 -0.60
C -2.23 -3.37 -0.14 -1.31
C 2.95 3.27 1.23 -0.83
C 3.70 3.31 0.06 -0.59
C 1.75 -4.51 0.95 1.01
H -2.22 -2.35 -0.53 0.11
H 3.09 -0.44 1.77 0.44
H -2.39 -1.95 -4.97 0.40
H 0.78 -1.91 -7.85 0.39
H -5.62 -0.11 -0.62 0.43
H 0.11 4.73 -0.65 0.38
H -1.47 -5.50 1.36 0.48
H -2.66 -4.02 -0.90 0.42
H 0.81 -6.11 2.06 0.40
H -0.79 1.43 2.15 0.96
H -3.17 0.15 -0.62 -0.04
H 4.47 4.06 -0.06 0.44
H -2.22 3.24 2.63 0.46
H 2.11 -0.43 -6.39 0.40
H -6.06 4.06 0.25 0.41
H 4.06 2.42 -1.86 0.47
H -1.87 5.35 3.84 0.42
H 3.77 -1.92 3.63 0.44
H -1.00 -1.59 2.38 0.37
H -2.87 -3.41 0.74 0.41
H -1.46 -2.68 -7.14 0.38
H 1.39 2.27 2.30 0.38
H -7.07 1.85 -0.18 0.39
H -0.56 7.18 2.81 0.41
H 0.45 6.86 0.57 0.44
H 2.08 -3.23 4.85 0.46
H -1.84 0.33 1.22 0.92
H 5.09 -3.98 1.25 0.49
H 1.20 0.29 -4.20 0.36
H 3.12 3.99 2.01 0.49
H 2.31 0.70 -1.59 0.38
H -3.61 4.32 0.28 0.44
H -0.32 -3.05 4.24 0.46
```

Values from the calculation:
multiplicity: 1
charge: +1
orbital gap (spin up / spin down): 5.90 / 6.32 eV
energy: -10054.7151 a.u.

Entry 5:
The following is a DFT calculation (the ωB97M-V functional and the def2-TZVPD basis) of a cluster of 9 separate species, C18H54O11 in total.

The geometry in XYZ format:
```
83
Properties=species:S:1:pos:R:3:mulliken_charge:R:1
O 2.64 -1.01 -2.29 -0.34
O -4.16 -1.20 -0.70 -0.61
O 0.37 0.32 -3.65 -0.49
O 0.15 0.45 1.97 -0.70
O -0.49 1.05 -0.93 -0.54
O -2.30 0.91 3.37 -0.54
O -1.64 -3.07 -0.49 -0.31
O -3.31 1.73 -1.41 -0.43
O 1.78 2.39 1.43 -0.55
O 4.41 1.62 1.38 -0.65
O 2.54 -0.41 2.34 -0.06
C 4.29 -2.03 2.74 -1.18
C -4.24 2.60 -0.63 0.20
C 2.84 -1.57 2.98 -0.22
C 4.67 -1.96 -1.48 -1.48
C -1.47 -4.36 -1.11 -0.40
C 2.17 1.95 -3.58 -0.34
C -0.51 -0.43 1.04 0.23
C 0.05 -0.15 -0.36 -0.02
C -4.10 -2.55 1.24 -1.03
C -2.56 2.21 3.89 -0.39
C 3.75 1.82 0.15 -0.12
C 2.60 2.78 0.40 -0.17
C -4.80 -1.48 0.50 -0.09
C -0.10 -4.36 -1.84 -0.84
C 3.20 -2.13 -1.61 0.19
C -2.34 3.33 2.82 -0.49
C 1.04 1.32 -4.34 -0.32
C -4.05 3.99 -1.11 -1.34
H -0.25 -1.54 1.21 0.18
H -4.11 -0.23 -0.79 0.30
H 0.55 1.22 1.50 0.37
H -3.13 -2.17 1.51 0.21
H -5.25 2.18 -0.73 0.32
H -1.29 3.26 2.49 0.06
H 1.84 2.31 -2.62 -0.18
H -4.38 3.98 -2.10 0.46
H 2.57 2.87 -4.07 0.41
H -3.56 2.19 4.23 0.32
H 4.49 2.17 -0.59 0.46
H 0.00 0.71 -2.87 0.18
H -4.62 -2.67 2.21 0.40
H 4.04 0.79 1.75 0.31
H -2.48 4.30 3.33 0.38
H 2.45 1.95 2.05 0.37
H 4.31 -3.07 3.07 0.42
H 1.74 -0.99 -2.62 0.21
H -2.42 -2.58 -0.73 0.19
H 2.97 3.85 0.52 0.29
H 2.22 -2.35 2.68 0.39
H -1.36 0.77 3.23 0.21
H 2.97 1.21 -3.31 0.11
H 4.94 -2.73 -0.72 0.37
H 3.46 0.77 -0.19 -0.15
H 1.96 2.78 -0.51 0.01
H -4.85 -0.55 1.10 0.22
H -4.05 -3.55 0.79 0.22
H -1.92 2.29 4.76 0.35
H -5.85 -1.68 0.28 0.40
H 0.32 2.04 -4.68 0.36
H 0.76 -4.15 -1.17 0.15
H -2.37 -4.56 -1.74 0.33
H -1.60 -0.31 0.97 -0.06
H 1.58 -0.27 2.17 0.21
H -2.97 3.41 1.99 0.00
H -1.55 -5.15 -0.34 0.27
H -0.15 -3.58 -2.63 0.18
H -0.25 -1.00 -0.96 0.42
H 3.09 -3.05 -2.12 0.45
H 1.52 0.81 -5.23 0.23
H -3.01 4.22 -1.08 0.29
H -1.47 1.05 -0.93 0.33
H 4.48 -1.91 1.70 0.17
H 0.12 -5.36 -2.25 0.45
H 2.89 -2.15 -0.57 0.05
H 5.01 -1.51 3.40 0.31
H 2.78 -1.69 4.11 0.25
H -3.44 1.85 -2.34 0.18
H 5.27 -2.14 -2.37 0.37
H 1.14 0.00 -0.34 -0.23
H -4.71 4.66 -0.49 0.37
H -3.88 2.56 0.40 -0.07
H 5.00 -1.01 -1.07 0.26
```

Values from the calculation:
energy relative to the best compared isomer or geometry (same formula, charge and spin): 0.6463 eV
multiplicity: 1
orbital gap: 10.37 eV
energy: -1545.7074 a.u.
SMILES: OCCO.OCCO.CCO.CCO.CCO.CCO.CCO.CCO.CCO

Entry 6:
The following is a DFT calculation (the ωB97M-V functional and the def2-TZVPD basis) of the ion C9H11FN5 with charge +1.

The geometry in XYZ format:
```
26
Properties=species:S:1:pos:R:3:mulliken_charge:R:1
F 1.61 -2.30 0.66 -0.29
N 2.57 1.75 -1.04 -0.61
N 1.45 1.79 -0.40 0.93
N 2.74 0.56 -1.56 -0.37
N 0.91 2.87 0.24 -0.60
N 0.87 0.59 -0.48 0.49
C -2.76 0.66 0.17 -0.75
C 0.83 -2.50 -0.47 -0.31
C -2.87 0.09 1.44 -0.40
C 1.39 -1.62 -1.60 -0.58
C 1.67 -0.20 -1.22 0.36
C -1.71 -0.35 2.06 -0.73
C -0.49 -0.21 1.44 0.17
C -1.54 0.80 -0.44 0.00
C -0.39 0.37 0.19 -0.42
H 0.94 -3.55 -0.79 0.37
H 2.36 -2.05 -1.91 0.37
H 0.40 -0.56 1.97 0.46
H -0.22 -2.26 -0.31 0.27
H -1.81 -0.78 3.05 0.40
H 1.56 3.64 0.11 0.35
H 0.77 -1.65 -2.51 0.35
H 0.73 2.67 1.23 0.25
H -1.50 1.26 -1.43 0.46
H -3.84 0.01 1.92 0.44
H -3.68 0.98 -0.30 0.40
```

Values from the calculation:
multiplicity: 1
charge: +1
orbital gap: 9.95 eV
energy: -722.8686 a.u.
SMILES: Nn1nnc(CCF)[n+]1-c1ccccc1